Record 1
Below is 2 unconnected molecules or ions with the total composition C15H20FN2O3S2, with properties calculated with wB97M-V/def2-TZVPD.

```
! RIJCOSX wB97M-V def2-TZVPD def2/J DEFGRID3
* xyz -1 1
O -1.11730 3.09822 1.24002
C -0.80164 2.01235 1.68014
C -1.92079 1.07301 2.12756
C -1.79850 -0.39614 1.52807
S -3.44111 -1.16495 1.50335
C -3.95388 -1.57152 -0.19445
C -2.86896 -1.42754 -1.30300
C -2.78562 0.04781 -1.75933
F -1.80864 0.22885 -2.75433
N -3.34741 -2.93708 2.40542
C -2.35265 -3.53963 2.11909
S -0.82884 -4.15062 2.19285
N 0.59578 1.67690 1.81351
C 0.95371 0.86508 0.66302
C 0.94695 1.30462 -0.66988
C 1.26450 0.43093 -1.73684
C 1.61441 -0.90523 -1.47826
C 1.66358 -1.34605 -0.13000
C 1.33030 -0.47765 0.91544
H -1.96229 0.95066 3.22797
H -2.91138 1.44756 1.81871
H -1.09667 -0.93445 2.19739
H -1.32610 -0.29675 0.53832
H -4.79967 -0.91275 -0.46684
H -4.34298 -2.61339 -0.23052
H -1.88657 -1.71789 -0.89242
H -3.17014 -2.03325 -2.17444
H -2.56134 0.70541 -0.89460
H -3.73194 0.40889 -2.21017
H 1.09446 2.56513 1.81452
H 0.68705 2.35059 -0.88180
H 1.21333 0.81764 -2.76015
H 1.84741 -1.59095 -2.30337
H 1.96955 -2.38241 0.05229
H 1.37864 -0.85925 1.94270
O 3.89269 2.20054 -2.14710
C 4.80432 2.16423 -1.26118
C 4.75782 0.64727 -0.47009
O 5.66085 0.62716 0.42591
H 4.74884 2.90905 -0.44478
H 5.85048 2.26821 -1.60589
H 4.83387 -0.08957 -1.29329
H 3.70591 0.54698 -0.14357
*
```

Summary:
LUMO level   -0.01818 Eh
HOMO level   -2.15 eV
Molecular weight   359.47 g/mol
F_max   0.1061 Eh/bohr

Record 2
Below is a single C6H8O3S molecule, with properties calculated with wB97M-V/def2-TZVPD.

```
! RIJCOSX wB97M-V def2-TZVPD def2/J DEFGRID3
* xyz 0 1
C -1.25932 -0.19815 -0.07415
C 0.76333 1.31558 0.13546
C -2.40440 0.26043 0.32876
C 0.65748 2.51588 0.61198
C 0.62727 -1.05641 -1.20223
C -0.56129 -1.44747 -0.32735
O 2.92019 0.38711 -0.82138
O 1.87098 -0.72758 1.22822
O -0.35100 -2.10515 0.87640
S 1.74786 -0.07387 -0.09203
H -3.32085 -0.39715 0.38086
H -2.77336 1.27887 0.58338
H 1.56589 2.91752 1.06068
H -0.33747 3.16003 0.59906
H 1.26545 -1.91084 -1.61159
H 0.45356 -0.16737 -1.94821
H -1.38979 -2.00272 -0.78515
H 0.52548 -1.74870 1.05730
*
```

Summary:
LUMO level (spin up / spin down)   -0.02126 / -0.02773 Eh
HOMO level (spin up / spin down)   -8.82 / -8.61 eV
Molecular weight   160.19 g/mol
F_max   0.0860 Eh/bohr

Record 3
Below is a molecular structure, C41H50N2O4P2ReSSe4, with properties calculated with wB97M-V/def2-TZVPD.

```
! RIJCOSX wB97M-V def2-TZVPD def2/J DEFGRID3
* xyz 0 4
Re -0.11851 -0.84450 -1.01363
Se 1.49050 -0.82404 0.75786
Se 1.95288 -4.34752 -1.54561
Se 1.86903 -3.71946 0.60864
Se 0.50726 -3.02727 -2.75376
C -1.90846 -0.12944 -2.77342
P -1.97449 0.78516 -1.04078
C -3.49622 1.67737 -1.67732
C -2.92290 0.17785 0.44639
C -3.26653 -1.30546 0.26998
P -1.66783 -2.21045 0.15684
C -2.16121 -3.81958 -0.54061
C -1.40152 -2.61020 1.91889
H -2.93050 -0.32592 -3.08698
H -1.35651 -1.08435 -2.85914
H -1.43145 0.58874 -3.43749
H -4.25096 0.88851 -1.76169
H -3.37763 2.12212 -2.66521
H -3.87570 2.43561 -1.00173
H -3.81085 0.78487 0.63021
H -2.21657 0.29366 1.27464
H -3.85131 -1.48328 -0.63807
H -3.84082 -1.68360 1.11905
H -2.95686 -4.26815 0.05925
H -1.29397 -4.47888 -0.56527
H -2.50297 -3.67607 -1.56429
H -2.24727 -3.18297 2.30253
H -1.28038 -1.69047 2.48984
H -0.49108 -3.19186 2.02132
C 0.73492 5.78873 3.25117
C -0.22236 4.70381 2.80227
C -1.52483 4.76689 3.57484
O 0.37146 3.42948 2.96789
C 0.41833 2.70793 1.73776
C 0.12873 3.79771 0.67507
O -0.49727 4.83649 1.42406
C -0.76361 3.45932 -0.60205
O -0.96219 2.01622 -0.60656
C -0.02440 3.78665 -1.91036
C -0.65415 3.45679 -3.11237
C -0.04973 3.66754 -4.33809
C 1.22126 4.23077 -4.39711
C 1.84865 4.59242 -3.21732
C 1.22822 4.38211 -1.98678
C -2.10165 4.20286 -0.48032
C -2.42748 5.31032 -1.24846
C -3.62730 5.99181 -1.03832
C -4.50133 5.58148 -0.04720
C -4.16858 4.48479 0.74575
C -2.98246 3.81217 0.52754
C 1.79023 1.96460 1.64364
O 1.70354 1.07489 0.54942
C 2.91251 2.96421 1.32929
C 3.52397 2.95015 0.08004
C 4.52752 3.86679 -0.22982
C 4.92698 4.81202 0.70583
C 4.32646 4.82470 1.96059
C 3.33557 3.90348 2.27185
C 2.07954 1.20885 2.96184
C 1.04683 0.69582 3.74560
C 1.31048 -0.00175 4.91641
C 2.62092 -0.20905 5.32861
C 3.66064 0.26912 4.54346
C 3.38872 0.96318 3.36907
H 1.09063 5.57123 4.26085
H 0.21699 6.75112 3.25134
H 1.58445 5.84494 2.57124
H -1.31607 4.83609 4.64519
H -2.11626 3.86895 3.38660
H -2.09575 5.64363 3.25938
H -0.35434 1.93916 1.70091
H 1.08040 4.17362 0.32849
H -1.64731 3.03884 -3.08449
H -0.56927 3.39244 -5.24792
H 1.70928 4.39252 -5.35201
H 2.83336 5.04635 -3.24002
H 1.76608 4.69884 -1.10312
H -1.74793 5.66205 -2.01381
H -3.86845 6.84987 -1.65447
H -5.43295 6.11068 0.11657
H -4.83729 4.15708 1.53389
H -2.72463 2.95909 1.14943
H 3.19803 2.22029 -0.65285
H 4.99245 3.83991 -1.21136
H 5.70572 5.52733 0.46604
H 4.63827 5.55238 2.70322
H 2.89193 3.89432 3.26005
H 0.01381 0.84865 3.45656
H 0.48559 -0.38489 5.50800
H 2.82818 -0.73850 6.25182
H 4.69009 0.10592 4.84452
H 4.21613 1.31933 2.76618
C 2.37847 -0.50749 -5.27963
N 3.06946 -0.77165 -4.02547
C 4.20939 -1.55589 -3.87785
C 4.43164 -1.67985 -2.55811
N 3.42914 -0.96840 -1.92543
C 2.58318 -0.43739 -2.81557
S 1.20640 0.54894 -2.48515
H 3.08679 -0.61434 -6.09810
H 1.98142 0.50144 -5.26914
H 1.56272 -1.21364 -5.40074
H 4.75364 -1.94512 -4.72347
H 5.19423 -2.21586 -2.01757
H 3.22623 -0.94020 -0.92515
*
```

Summary:
LUMO level (spin up / spin down)   0.01148 / -0.05086 Eh
HOMO level (spin up / spin down)   -6.36 / -6.62 eV
Molecular weight   1230.92 g/mol
F_max   0.0368 Eh/bohr

Taking the records one at a time from the top gives total energy values of -49383.6835 -23322.2109 -347426.7387 eV.
Taking the records one at a time from the top gives energy above the lowest of the compared OMol25 structures with the same formula, charge and spin values of 1.070 6.685 3.388 eV.